ORCA calculation (ωB97M-V/def2-TZVPD) on a structure of composition C16H26AsBaI2N4O.

```
51
C16H26AsBaI2N4O (ωB97M-V/def2-TZVPD)
Ba -1.4439 0.5931 0.2372
N -2.5609 -1.8923 1.2508
C -3.2890 -2.7148 0.2689
C -2.5699 -2.7638 -1.0706
N -2.4342 -1.4607 -1.7386
C -3.6373 -1.0121 -2.4593
C -4.5131 -0.0188 -1.7073
N -3.8163 1.2619 -1.4695
H -1.7126 -2.3783 1.5335
H -3.1115 -1.8089 2.0998
H -4.2898 -2.2989 0.1478
H -3.4224 -3.7470 0.6059
H -3.0999 -3.4851 -1.7047
H -1.5642 -3.1625 -0.9119
H -1.6867 -1.5509 -2.4158
H -4.2642 -1.8659 -2.7408
H -3.3204 -0.5390 -3.3924
H -4.8089 -0.4184 -0.7357
H -5.4300 0.1140 -2.2891
H -4.4705 1.9218 -1.0593
H -3.5607 1.6723 -2.3641
I 0.9845 3.6020 4.1387
C 1.7545 1.8017 3.4353
C 3.0086 1.3544 3.8809
C 3.5488 0.1856 3.4191
I 5.4233 -0.4022 4.1343
C 2.8450 -0.5934 2.4677
C 3.3201 -1.8001 1.9083
C 2.5789 -2.4664 0.9737
C 1.3424 -1.9275 0.5905
N 0.8508 -0.8154 1.0897
C 1.5785 -0.1348 2.0240
C 0.9920 1.0915 2.5171
O -0.1625 1.4758 2.0754
H 3.5521 1.9509 4.6007
H 4.2797 -2.1869 2.2246
H 2.9300 -3.3880 0.5314
H 0.7403 -2.4350 -0.1598
C 1.7651 2.7543 -3.1103
As 1.3864 1.8991 -1.3974
C 2.9945 0.8030 -1.2648
C 1.9001 3.3530 -0.2048
H 2.7601 3.1971 -3.0839
H 1.0318 3.5328 -3.3144
H 1.7230 2.0168 -3.9106
H 3.8675 1.4104 -1.5024
H 2.9386 -0.0316 -1.9624
H 3.0966 0.4137 -0.2527
H 2.9039 3.7014 -0.4472
H 1.8719 3.0119 0.8289
H 1.1998 4.1804 -0.3141
```

Charge: +1
LUMO energy in eV: -2.7
Kohn-Sham gap in eV: 6.948
HOMO in eV: -9.6

---

ORCA calculation (ωB97M-V/def2-TZVPD) on the molecule C6H16N2.

```
24
C6H16N2 (ωB97M-V/def2-TZVPD)
C -3.1862 -0.8013 -1.0483
C -3.0766 0.4889 -0.1549
C -1.6729 1.0448 -0.1366
N -0.6458 0.1049 0.3883
C 0.6991 0.7021 0.4557
C 1.7504 -0.1519 1.1611
N 2.4431 -1.0480 0.2279
C 3.7799 -0.5330 -0.2411
H -2.5078 -1.6399 -0.7658
H -4.2024 -1.1157 -1.1319
H -2.8719 -0.6199 -2.0454
H -3.3674 0.1827 0.9194
H -3.7135 1.3989 -0.4304
H -1.5904 1.9647 0.5790
H -1.3209 1.3263 -1.1117
H -0.7304 -0.7820 -0.1470
H 0.6095 1.8067 0.9935
H 1.1612 0.8835 -0.6330
H 1.1752 -0.5926 2.0280
H 2.3233 0.5390 1.7264
H 2.5708 -2.0447 0.6669
H 4.5857 -0.6469 0.4123
H 3.7766 0.5921 -0.5349
H 4.0111 -1.0586 -1.1774
```

LUMO energy in eV: 1.2
Kohn-Sham gap in eV: 9.551
HOMO in eV: -8.4

---

ORCA calculation (ωB97M-V/def2-TZVPD) on a structure of composition C4H2O2Tb.

```
9
C4H2O2Tb (ωB97M-V/def2-TZVPD)
O -3.0292 0.4013 0.0087
C -1.8806 0.7447 0.1154
H -1.5962 1.8190 0.0736
C -0.5967 -1.0230 1.8307
C -0.6002 -0.2387 0.8204
C -0.3364 -0.3687 -0.6119
O -0.2772 -1.4865 -1.1594
Tb 0.9352 -0.7029 -3.0915
H -1.0565 -1.2471 2.7884
```

Charge: +2
LUMO energy (alpha / beta) in eV: -10.2 / -10.7
Kohn-Sham gap (alpha / beta) in eV: 6.864 / 6.123
HOMO (alpha / beta) in eV: -17.1 / -16.8
2S+1: 8

---

Number 1: largest force on an atom 0.0032 Eh/bohr. Number 2: largest force on an atom 0.0610 Eh/bohr. Number 3: largest force on an atom 0.1055 Eh/bohr.